238
Properties=species:S:1:pos:R:3:forces:R:3:mulliken_charge:R:1 method="wB97M-V/def2-TZVPD" lumo_energy_ha=0.01726 charge=0 smiles=CC1(C)CCCC(C)(C)N1O.COCCNCCOC.COCCNCCOC.COCCNCCOC.COCCNCCOC.COCCNCCOC.COCCNCCOC.COCCNCCOC.OCCO.OCCO.OCCO.OCCO gap_ev=8.907
C 1.349704 0.784879 2.260221 -0.38 1.61 -0.45 -0.031
C 0.448371 -0.065403 1.324176 0.39 -0.29 2.47 2.047
C 0.063749 -1.276021 2.194017 -0.24 0.49 0.50 -2.155
C -0.814914 0.734008 1.047592 -0.22 -0.47 -1.84 1.437
C -0.585083 1.756933 -0.061274 -0.25 0.66 0.22 -0.312
C 0.105916 1.167757 -1.294103 0.16 0.57 0.47 -0.315
C 1.402058 0.406940 -0.973507 0.08 -0.07 -0.32 2.895
C 1.769646 -0.452392 -2.176096 -0.08 -0.20 0.14 -1.511
C 2.574673 1.374249 -0.685039 0.16 -0.28 0.25 -1.406
N 1.107704 -0.528389 0.120886 -1.22 -0.03 -0.42 0.851
O 2.202366 -1.350974 0.465258 0.17 0.08 -0.16 -0.124
H 1.662082 1.676441 1.704567 0.71 -0.35 -0.09 -0.517
H 0.792461 1.326468 3.035231 -0.44 -0.75 0.19 0.022
H 2.174475 0.283550 2.760041 0.14 -0.15 -0.42 -0.189
H -0.596509 -2.000888 1.718055 0.31 -0.11 -0.29 0.233
H 0.957233 -1.713911 2.637112 -0.07 -0.40 -0.29 0.223
H -0.497660 -0.877694 3.047983 -0.06 0.02 -0.02 0.132
H -1.568453 0.038395 0.648607 0.03 -0.10 0.16 -0.762
H -1.263393 1.170817 1.936806 0.35 0.05 0.18 -0.720
H -1.552121 2.182793 -0.351839 0.03 -0.04 -0.09 0.411
H -0.036225 2.626960 0.317472 0.21 -0.14 -0.02 -0.524
H 0.422888 2.002275 -1.926182 -0.20 -0.03 -0.19 0.975
H -0.618040 0.577926 -1.859975 0.24 -0.26 -0.03 -1.351
H 0.994361 -1.210621 -2.315789 -0.01 0.05 -0.15 0.081
H 2.709821 -0.975711 -1.998594 0.08 0.13 -0.05 0.441
H 1.847738 0.167575 -3.070357 0.06 -0.06 0.01 -0.310
H 2.255115 2.341133 -0.294078 -0.04 -0.15 0.34 -0.478
H 3.207653 1.622130 -1.539842 -0.29 -0.30 -0.34 0.655
H 3.215329 0.825577 0.010666 0.15 0.43 0.17 -0.077
H 1.945131 -2.214667 0.102707 0.17 0.08 0.02 0.153
C -5.560135 -5.935014 7.624403 0.28 -0.17 0.36 -0.771
O -5.717255 -5.858747 6.232452 -0.09 0.15 -0.15 -0.290
C -7.071121 -5.824337 5.857979 -0.92 -0.62 -0.36 -0.659
C -7.213117 -5.574517 4.365766 0.08 -0.39 0.30 -0.678
N -6.787161 -4.231805 4.040966 0.26 0.38 -0.82 -0.357
C -6.610146 -4.024386 2.586359 0.92 -0.50 0.87 -1.216
C -5.555430 -2.952621 2.348920 -1.12 -0.28 -0.29 0.968
O -4.308409 -3.487765 2.745750 -0.41 1.05 -0.42 -0.502
C -3.236068 -2.573864 2.537304 0.56 -1.09 0.91 -0.645
H -5.815479 -4.995636 8.128800 0.00 0.05 -0.12 0.314
H -4.515478 -6.178545 7.816042 0.00 0.14 0.02 0.237
H -6.164838 -6.728939 8.081554 -0.08 -0.03 -0.20 0.307
H -7.644026 -5.097211 6.443162 0.18 0.29 -0.05 0.368
H -7.547818 -6.797263 6.051017 0.15 -0.08 0.19 0.452
H -8.241313 -5.766112 4.040842 -0.16 0.41 0.31 0.386
H -6.671193 -6.383560 3.842284 0.42 0.29 0.00 0.353
H -5.837259 -4.119993 4.391995 -0.19 -0.11 0.34 0.288
H -7.539027 -3.814954 2.058310 -0.08 0.05 0.13 0.419
H -6.145635 -4.948664 2.208302 -0.32 0.04 -0.52 0.407
H -5.822509 -2.036956 2.887256 0.18 0.04 0.20 -0.584
H -5.604858 -2.714249 1.280256 0.47 0.10 -0.06 0.331
H -3.277875 -2.013114 1.601706 -0.08 -0.23 -0.18 0.144
H -2.392923 -3.262869 2.608593 0.40 0.45 -0.53 0.367
H -3.078894 -1.876483 3.368747 -0.48 0.15 0.01 0.347
C -4.135241 -3.315143 -1.166137 -2.13 -0.33 0.62 -0.787
O -3.791263 -1.971762 -1.360431 0.39 -0.08 0.10 -0.208
C -2.427271 -1.725749 -1.639148 0.12 -0.07 -1.08 1.015
C -2.106200 -1.971369 -3.111714 0.99 -0.33 -0.57 -1.054
N -2.403485 -0.888460 -4.038931 -0.66 0.38 -0.11 0.113
C -3.848402 -0.645920 -4.122081 0.12 0.34 0.82 -0.464
C -4.295234 0.254058 -5.229251 -0.56 -0.32 -0.67 -0.648
O -4.265074 -0.443011 -6.470413 0.31 0.08 0.11 -0.314
C -4.762605 0.347929 -7.527783 0.18 -0.63 -0.20 -0.777
H -3.979122 -3.629569 -0.128793 0.70 -0.23 -0.15 0.260
H -3.885584 -4.088242 -1.897780 1.01 0.40 -0.09 0.307
H -5.231215 -3.346522 -1.241141 -0.01 0.24 0.02 0.300
H -1.710536 -2.347448 -1.092320 -0.39 -0.12 0.51 0.265
H -2.231154 -0.685349 -1.380858 -0.05 0.02 -0.03 -0.915
H -2.539966 -2.918511 -3.468571 -0.37 -0.03 0.36 0.556
H -1.030464 -2.178907 -3.165532 0.04 0.28 -0.04 0.074
H -2.090427 -1.119751 -4.976606 0.23 -0.15 0.14 0.264
H -4.135454 -0.099655 -3.214711 -0.06 -0.37 0.06 0.145
H -4.424350 -1.582226 -4.154134 -0.02 0.06 -0.02 0.216
H -3.711979 1.183194 -5.263788 0.09 -0.05 -0.09 0.159
H -5.349900 0.509883 -5.053085 0.11 0.22 0.22 0.523
H -5.823454 0.581833 -7.393508 0.08 0.42 0.26 0.302
H -4.725554 -0.254055 -8.436468 0.23 -0.02 0.03 0.254
H -4.121211 1.221926 -7.656344 -0.31 0.29 -0.08 0.286
C -0.191678 1.667487 -5.226013 0.12 0.00 0.34 -0.289
O 0.348110 0.857075 -6.236747 -0.42 -0.43 -0.64 -0.364
C 1.742827 0.817983 -6.197805 0.76 0.13 0.65 -0.040
C 2.342251 -0.106247 -7.228728 -0.04 0.75 -0.53 -0.972
N 1.893923 -1.473483 -7.086768 1.11 0.07 -0.39 0.220
C 2.427044 -2.296527 -8.155916 -0.88 -1.14 -0.64 -1.034
C 1.707076 -2.177043 -9.508281 0.29 0.19 0.36 -0.514
O 0.487254 -2.884958 -9.372164 0.01 0.71 -0.62 -0.315
C -0.355406 -2.706604 -10.516650 0.12 -0.26 0.77 -0.726
H -1.251131 1.800407 -5.412252 -0.12 0.00 -0.17 -0.152
H 0.309260 2.642484 -5.214230 -0.07 0.07 0.07 0.521
H -0.099488 1.190591 -4.242599 0.10 0.06 -0.03 0.113
H 2.079553 0.472765 -5.209238 -0.07 -0.06 0.06 -0.221
H 2.139541 1.835530 -6.311198 0.10 0.02 -0.17 0.414
H 3.437318 -0.051875 -7.173545 0.02 -0.33 0.79 0.383
H 2.266676 0.335576 -8.238257 -0.92 -0.17 -0.08 0.377
H 0.893066 -1.609182 -7.037780 -0.08 0.46 -0.06 0.198
H 2.222022 -3.333921 -7.870260 0.35 -0.09 -0.01 0.238
H 3.498725 -2.209675 -8.338567 0.07 0.38 0.51 0.560
H 2.324082 -2.568779 -10.327865 0.00 -0.35 0.10 0.420
H 1.530803 -1.129120 -9.784038 -0.20 0.05 0.20 0.359
H -0.089046 -1.822977 -11.096440 0.12 0.02 -0.02 0.341
H -1.362918 -2.563598 -10.131410 -0.16 -0.19 -0.21 0.223
H -0.274670 -3.602048 -11.130964 -0.22 0.04 -0.24 0.253
C 6.672681 -1.015736 -1.720482 -0.48 0.07 1.26 -0.878
O 5.524772 -1.617246 -2.274208 0.19 -0.21 -0.44 -0.105
C 5.411485 -1.294574 -3.643946 0.08 0.36 -0.57 -1.258
C 4.286510 -2.038716 -4.311128 -0.53 -0.13 -0.02 0.845
N 4.427645 -3.484992 -4.100698 -0.91 0.38 0.71 -0.497
C 3.208863 -4.199399 -4.533548 1.20 1.04 -1.52 0.608
C 3.396155 -5.665365 -4.327418 -1.48 -0.75 1.11 -1.051
O 3.477572 -5.855191 -2.904956 0.18 0.30 0.15 -0.324
C 4.092653 -7.049153 -2.504454 0.62 -0.75 -0.93 -0.920
H 7.592066 -1.251553 -2.257606 -0.06 0.17 -0.24 0.361
H 6.776726 -1.382362 -0.693783 -0.01 -0.27 -0.17 0.196
H 6.498673 0.057872 -1.580557 0.34 0.16 -0.52 0.306
H 6.324632 -1.530231 -4.207767 0.20 -0.17 0.36 0.535
H 5.268085 -0.212137 -3.771282 -0.13 0.04 0.10 0.419
H 4.289235 -1.775953 -5.372618 0.10 -0.20 -0.06 0.314
H 3.304176 -1.712675 -3.943611 0.09 0.19 0.06 -0.582
H 4.382476 -3.527907 -3.080345 0.57 -0.42 -0.10 0.254
H 3.095858 -3.966779 -5.600482 0.08 -0.36 -0.07 -0.099
H 2.274444 -3.780199 -4.135513 0.04 -0.34 0.59 0.055
H 4.236877 -6.160193 -4.811979 0.25 0.52 -0.16 0.449
H 2.471815 -6.179447 -4.624911 0.15 -0.11 -0.36 0.338
H 5.124548 -7.111688 -2.883112 0.03 0.32 0.18 0.364
H 3.618461 -7.925269 -2.969750 -0.36 0.06 0.33 0.336
H 4.126534 -7.146638 -1.424510 -0.26 0.20 0.07 0.220
C 8.005001 1.805325 1.832440 -0.31 -0.16 0.29 -0.836
O 6.942872 1.619014 2.753447 0.33 -0.19 0.30 -0.253
C 6.121755 0.529412 2.372434 -0.61 0.65 -0.46 0.245
C 5.056790 0.312965 3.420224 -0.32 -0.33 -0.17 0.914
N 5.645140 -0.135331 4.668939 0.21 0.05 -0.18 -0.388
C 4.769291 -0.151045 5.843130 0.46 0.45 -0.02 -0.703
C 3.436128 -0.802027 5.543586 0.55 0.22 -0.29 0.745
O 2.678780 -0.961252 6.713200 -0.27 0.21 0.01 -0.441
C 1.302543 -1.101628 6.406357 0.36 -0.30 -0.75 -0.396
H 8.775437 1.036445 1.944133 -0.09 -0.16 -0.08 0.352
H 8.469914 2.762990 2.051962 -0.10 0.11 -0.15 0.221
H 7.577732 1.770070 0.825584 0.48 0.16 -0.12 0.344
H 6.700931 -0.370692 2.145112 0.09 -0.05 0.28 0.436
H 5.596568 0.836374 1.453219 0.05 -0.29 -0.10 -0.456
H 4.362126 -0.441304 3.035092 0.15 -0.12 -0.02 -0.152
H 4.440931 1.227684 3.478977 0.21 0.18 0.24 -0.675
H 6.389375 0.526570 4.863880 0.15 -0.24 0.06 0.321
H 4.625557 0.892530 6.165320 -0.40 -0.18 0.28 0.137
H 5.311508 -0.674201 6.633436 -0.21 -0.04 0.07 0.347
H 3.610326 -1.756743 5.033341 -0.09 -0.14 0.01 0.281
H 2.934160 -0.131381 4.833682 -0.32 -0.16 0.05 -0.473
H 1.042382 -0.402995 5.600918 -0.28 0.36 0.38 -0.007
H 0.719334 -0.961710 7.308994 -0.04 0.09 0.02 0.334
H 1.086509 -2.078743 5.952845 0.07 -0.18 0.34 0.296
C 2.628804 6.204102 -0.464982 0.03 0.18 0.69 -0.601
O 1.662840 5.679173 0.419792 -0.31 -0.04 -0.13 -0.399
C 2.203485 4.952306 1.489945 0.27 -0.69 -0.33 0.776
C 1.078990 4.673306 2.472699 -0.88 1.48 0.95 -0.664
N 1.448713 4.581686 3.879069 0.33 -1.02 0.39 -0.206
C 2.357871 3.475680 4.192521 0.85 0.07 -0.71 1.136
C 3.311925 3.890296 5.294391 -0.34 -0.49 1.22 -0.775
O 3.827225 5.178477 5.073417 -0.01 -0.04 -0.46 -0.353
C 4.747844 5.609975 6.041551 0.04 -0.24 0.45 -0.774
H 3.198185 7.003019 0.027959 0.01 0.01 0.02 0.265
H 2.077676 6.648153 -1.288073 0.17 -0.24 -0.28 0.327
H 3.361084 5.441940 -0.735396 -0.13 -0.02 -0.47 0.095
H 3.058443 5.482471 1.931343 -0.27 0.28 0.40 0.593
H 2.650591 4.007770 1.141225 -0.04 -0.03 -0.26 -0.541
H 0.371588 3.888918 2.195356 0.53 -0.42 -0.15 -0.547
H 0.423616 5.552896 2.475445 0.15 0.09 -0.43 0.657
H 1.961312 5.414520 4.147358 -0.26 0.14 -0.16 0.420
H 2.922725 3.186437 3.291054 0.19 0.10 0.10 -0.689
H 1.884903 2.538898 4.502801 -0.39 0.24 0.15 -0.095
H 4.122506 3.178119 5.495038 0.12 -0.12 -0.64 0.187
H 2.754851 3.834527 6.243790 -0.16 0.49 0.03 0.431
H 5.369357 4.783624 6.406800 0.17 -0.01 -0.29 0.283
H 4.260714 6.004609 6.940652 -0.18 0.17 -0.15 0.293
H 5.366704 6.373472 5.579239 0.06 0.06 0.10 0.261
C -9.260187 4.120831 4.430311 0.57 0.43 -0.83 -0.756
O -8.195566 3.243556 4.695049 0.34 -0.18 0.65 -0.329
C -8.244965 2.070805 3.934940 -1.66 -0.53 -0.99 -0.659
C -7.184930 1.108301 4.354326 0.86 0.79 0.88 -0.552
N -5.840395 1.590865 4.009710 0.84 -0.73 -0.25 -0.224
C -4.855234 0.637882 4.507165 0.41 -1.26 0.06 -0.121
C -3.396405 1.027737 4.289121 -0.62 0.67 0.27 0.410
O -3.246364 2.338907 4.804195 0.28 -0.14 -0.38 -0.452
C -1.910937 2.816786 4.753582 -0.52 0.54 0.32 -0.500
H -10.213887 3.602726 4.335437 -0.14 -0.06 0.17 0.303
H -9.030290 4.630647 3.489271 -0.35 0.03 -0.22 0.298
H -9.292468 4.904626 5.180324 -0.04 -0.22 0.34 0.247
H -8.273331 2.255480 2.847881 0.71 0.33 0.07 0.368
H -9.234464 1.587686 4.045500 0.13 -0.05 0.49 0.437
H -7.294343 0.110418 3.931696 -0.25 0.10 -0.28 0.232
H -7.262763 0.995577 5.446172 -0.09 -0.11 -0.01 0.504
H -5.561836 2.478567 4.416028 -0.70 0.20 -0.01 0.221
H -4.989551 -0.335981 4.016884 -0.10 0.17 -0.24 -0.681
H -5.019511 0.368743 5.561294 0.05 0.46 0.17 0.608
H -3.165333 1.002118 3.214633 0.14 0.02 0.08 -0.543
H -2.720036 0.362483 4.843908 -0.14 -0.24 -0.22 0.479
H -1.275983 2.282822 5.467261 0.08 -0.07 -0.09 0.283
H -1.995056 3.861248 5.053832 0.31 -0.04 0.04 0.376
H -1.469037 2.798507 3.752595 -0.10 -0.22 -0.07 0.016
O -3.450238 4.866648 -1.645567 -0.27 0.52 0.24 -0.582
C -2.510718 4.333895 -2.533308 0.35 -0.35 -0.19 0.567
C -2.776475 4.625883 -4.006334 -0.01 -0.03 0.42 -0.306
O -2.404764 5.922740 -4.419592 0.43 0.23 -0.35 -0.603
H -4.292069 4.381341 -1.636478 0.44 -0.31 -0.09 0.384
H -1.542004 4.754087 -2.242281 -0.06 0.21 -0.19 0.267
H -2.349550 3.247961 -2.425715 -0.46 -0.05 0.08 -0.462
H -3.830681 4.458807 -4.256052 -0.02 -0.24 0.13 0.300
H -2.164476 3.919610 -4.572120 -0.03 0.18 -0.23 0.086
H -2.820949 6.604901 -3.886217 -0.20 -0.23 0.24 0.335
O -6.114019 1.436998 1.137733 -0.03 -0.20 0.07 -0.691
C -4.801502 1.266520 0.629332 -0.27 -0.45 0.48 0.725
C -4.808759 1.532700 -0.858345 0.75 -0.28 0.21 0.471
O -5.311221 2.829264 -1.123333 -0.24 -0.01 -0.13 -0.508
H -6.050759 1.436740 2.121918 0.06 0.32 -0.21 0.399
H -4.117916 1.941133 1.160767 0.04 0.25 -0.33 0.091
H -4.424832 0.253466 0.837948 -0.09 -0.09 -0.26 -0.305
H -5.326825 0.785478 -1.467914 -0.34 -0.09 0.44 0.162
H -3.760304 1.433865 -1.164073 -0.02 0.53 -0.24 -0.589
H -6.142397 2.881099 -0.626911 0.17 0.08 -0.03 0.373
O 4.070750 -5.876087 1.229110 -0.88 0.47 -0.04 -0.618
C 3.912205 -4.454515 1.132331 0.31 0.04 -0.51 -0.644
C 3.820527 -4.040307 -0.327184 0.03 1.29 -0.14 0.276
O 2.504899 -4.261513 -0.833673 -0.29 -0.58 -0.31 -0.545
H 3.243414 -6.196620 0.835179 0.33 -0.30 0.19 0.366
H 3.026306 -4.075960 1.657059 -0.07 -0.27 0.04 0.262
H 4.772837 -3.991126 1.616177 0.11 -0.10 -0.15 0.321
H 4.592891 -4.525001 -0.924869 -0.08 -0.32 0.02 0.439
H 3.978448 -2.958773 -0.454039 0.40 -0.09 0.39 -0.118
H 2.556281 -4.624577 -1.744563 0.19 0.01 0.74 0.437
O 6.870186 3.446976 -1.557250 0.34 -0.09 0.06 -0.587
C 5.829775 3.365644 -0.593912 -0.40 0.21 -0.73 0.610
C 5.965544 4.414972 0.486196 0.95 -0.31 -0.23 -0.272
O 5.800802 5.717557 -0.047977 -0.36 -0.02 -0.49 -0.556
H 6.926226 4.342630 -1.907700 -0.19 0.04 0.13 0.346
H 4.875368 3.395908 -1.134045 -0.16 0.13 0.33 0.116
H 5.927780 2.378336 -0.142062 -0.16 0.08 0.05 -0.610
H 7.025334 4.294857 0.750556 -0.24 0.06 0.69 0.471
H 5.287987 4.213826 1.319836 0.08 0.00 0.07 0.126
H 6.091639 6.376485 0.585409 0.06 -0.07 0.12 0.314